Entry 1:
Here is a 15-piece molecular cluster, C15H60N30O15 overall from the OMol25 dataset. Energies are from wB97M-V/def2-TZVPD.

```
120
Properties=species:S:1:pos:R:3:mulliken_charge:R:1
C 34.39 -27.09 -30.11 0.461
O 35.42 -26.79 -30.70 -0.475
N 33.78 -26.26 -29.25 0.408
N 33.80 -28.24 -30.24 0.011
H 32.91 -26.57 -28.85 -0.052
H 34.16 -25.34 -29.08 0.257
H 32.82 -28.30 -30.01 -0.235
H 34.27 -28.99 -30.74 0.234
C 26.16 -23.69 -21.10 0.518
O 25.59 -24.10 -20.11 -0.693
N 26.98 -24.35 -21.89 -0.016
N 26.23 -22.39 -21.31 -0.286
H 27.17 -25.34 -21.75 -0.077
H 27.40 -23.95 -22.72 0.124
H 25.66 -21.82 -20.71 0.209
H 26.46 -22.12 -22.26 0.175
C 30.62 -24.19 -21.21 0.576
O 31.68 -24.56 -20.84 -0.696
N 30.36 -23.99 -22.46 -0.132
N 29.64 -23.82 -20.45 -0.268
H 29.48 -23.70 -22.85 0.132
H 31.21 -24.13 -22.99 0.243
H 29.79 -23.75 -19.45 0.209
H 28.75 -23.45 -20.77 0.135
C 31.46 -28.20 -23.19 0.679
O 31.30 -29.41 -23.40 -0.987
N 30.75 -27.15 -23.39 0.598
N 32.66 -27.77 -22.70 -0.327
H 31.04 -26.20 -23.21 -0.118
H 29.85 -27.32 -23.83 -0.398
H 33.41 -28.44 -22.55 0.282
H 32.93 -26.80 -22.66 0.110
C 30.46 -31.27 -26.06 0.391
O 30.28 -31.88 -27.10 -0.863
N 31.23 -31.67 -25.13 -0.239
N 29.77 -30.22 -25.60 0.132
H 31.75 -32.53 -25.11 0.256
H 31.40 -30.92 -24.47 0.150
H 30.11 -29.83 -24.73 0.372
H 29.16 -29.78 -26.26 -0.012
C 33.09 -22.36 -29.61 0.622
O 32.74 -22.44 -30.78 -0.739
N 33.04 -23.23 -28.66 -0.269
N 33.77 -21.42 -29.21 -0.276
H 32.29 -23.91 -28.71 0.046
H 33.41 -22.92 -27.77 0.244
H 33.99 -20.62 -29.79 0.249
H 34.28 -21.45 -28.34 0.140
C 31.59 -21.32 -26.19 0.508
O 32.04 -20.20 -26.05 -0.765
N 32.16 -22.40 -25.86 -0.114
N 30.51 -21.58 -26.78 -0.014
H 31.82 -23.24 -26.30 0.042
H 32.98 -22.47 -25.29 0.206
H 29.97 -20.78 -27.09 0.186
H 30.30 -22.56 -26.93 0.213
C 24.90 -25.12 -25.61 0.548
O 25.38 -24.00 -25.84 -0.734
N 25.46 -26.14 -25.20 0.110
N 23.69 -25.29 -25.95 -0.455
H 25.01 -27.03 -25.37 0.251
H 26.43 -26.11 -24.91 -0.351
H 23.21 -26.11 -25.62 0.173
H 23.25 -24.39 -26.07 0.312
C 30.75 -30.34 -30.22 0.664
O 30.78 -29.90 -31.36 -0.804
N 30.73 -29.70 -29.13 0.883
N 30.70 -31.62 -30.07 -0.362
H 30.52 -30.28 -28.33 0.176
H 30.85 -28.70 -29.12 -0.781
H 30.85 -32.04 -29.17 0.142
H 30.78 -32.08 -30.96 0.239
C 27.64 -28.62 -23.86 0.168
O 28.20 -27.73 -24.51 -0.501
N 27.73 -28.73 -22.54 -0.384
N 27.03 -29.60 -24.28 -0.238
H 28.36 -28.10 -22.07 0.249
H 27.38 -29.58 -22.13 0.146
H 27.05 -29.91 -25.24 0.221
H 26.55 -30.22 -23.65 0.162
C 26.68 -28.34 -27.85 0.415
O 27.61 -28.92 -27.45 -0.596
N 26.63 -27.03 -28.02 -0.133
N 25.53 -28.88 -28.15 -0.447
H 27.49 -26.59 -27.74 0.005
H 25.82 -26.54 -28.38 0.204
H 25.31 -29.77 -27.73 0.229
H 24.83 -28.46 -28.75 0.156
C 29.60 -25.27 -26.68 0.503
O 30.24 -24.35 -27.16 -1.035
N 29.74 -26.52 -26.89 2.000
N 28.67 -25.15 -25.75 1.762
H 30.51 -26.82 -27.47 -0.965
H 29.04 -27.16 -26.55 -0.753
H 28.43 -24.20 -25.48 -1.099
H 28.30 -26.00 -25.35 -0.765
C 28.09 -21.93 -24.62 0.210
O 28.18 -22.89 -23.87 -0.249
N 27.53 -22.06 -25.76 -0.140
N 28.53 -20.77 -24.35 -0.273
H 27.41 -21.24 -26.34 0.245
H 27.04 -22.92 -25.96 0.068
H 28.42 -20.10 -25.10 0.141
H 29.08 -20.55 -23.53 0.246
C 30.22 -26.42 -30.24 0.398
O 31.12 -26.97 -29.65 0.001
N 29.67 -27.01 -31.23 -0.283
N 29.72 -25.27 -29.92 -0.177
H 28.97 -26.43 -31.68 0.136
H 29.95 -27.91 -31.58 0.208
H 28.92 -24.90 -30.42 0.201
H 30.00 -24.80 -29.07 -0.336
C 33.34 -28.77 -26.68 0.607
O 32.62 -27.77 -26.84 -0.479
N 33.63 -29.63 -27.64 -0.202
N 33.74 -29.29 -25.56 -0.413
H 33.26 -29.44 -28.56 0.194
H 34.10 -30.47 -27.32 0.176
H 33.09 -29.01 -24.85 0.083
H 34.07 -30.24 -25.53 0.258
```

Results
Spin multiplicity   2
Highest occupied orbital energy (alpha / beta)   -11.2892 / -11.2892 eV
LUMO level (alpha / beta)   -2.0 / -7.5 eV
Frontier orbital gap (alpha / beta)   9.25 / 3.76 eV
Charge   +1
<S²>   0.78


Entry 2:
Here is a 26-piece molecular cluster, C15H72BNO32 overall from the OMol25 dataset. Energies are from wB97M-V/def2-TZVPD.

```
121
Properties=species:S:1:pos:R:3:mulliken_charge:R:1
C -0.66 4.20 0.30 -0.477
C -1.88 3.39 0.62 -0.070
C -1.54 1.91 0.80 0.518
C -1.64 1.11 -0.61 -0.286
N -1.46 -0.34 -0.46 1.121
C -1.94 -1.07 -1.76 -2.513
C -2.27 -2.51 -1.38 0.166
C -2.72 -2.41 0.09 1.632
C -2.41 -0.93 0.56 -1.195
C 0.02 -0.67 -0.08 -0.980
C 1.17 -0.40 -1.04 2.230
C 2.51 -0.90 -0.40 -0.956
H -0.01 4.08 1.23 0.012
H -0.91 5.36 0.25 -0.018
H -0.20 3.86 -0.46 0.418
H -2.70 3.62 -0.07 0.251
H -2.30 3.78 1.73 -0.319
H -2.31 1.56 1.49 0.416
H -0.51 1.79 1.26 -0.270
H -0.88 1.62 -1.31 -0.558
H -2.68 1.35 -1.03 0.545
H -1.41 -0.79 -2.57 1.446
H -2.77 -0.68 -1.82 1.201
H -1.25 -3.13 -1.32 -0.613
H -3.08 -2.93 -1.91 0.813
H -2.10 -3.09 0.74 0.185
H -3.76 -2.64 0.39 -1.635
H -1.95 -0.92 1.49 0.173
H -3.33 -0.36 0.53 0.519
H -0.04 -1.74 0.02 0.343
H 0.28 -0.06 0.91 0.037
H 1.22 0.69 -1.35 -0.907
H 0.86 -0.99 -2.01 -0.555
H 2.48 -1.99 -0.38 -0.018
H 2.53 -0.69 0.63 0.561
H 3.30 -0.61 -1.03 0.085
O -0.38 -4.02 -3.74 -0.694
C 0.84 -4.08 -3.43 0.711
O 1.63 -3.56 -4.25 -0.487
B 2.93 -3.55 -3.56 0.982
O 2.65 -4.05 -2.27 -0.093
C 1.42 -4.38 -2.25 -0.133
O 0.83 -4.56 -1.17 -0.334
O 3.61 -2.25 -3.56 -0.195
C 4.69 -2.39 -4.30 0.692
O 5.47 -1.49 -4.55 -0.648
C 4.73 -3.66 -4.79 0.329
O 3.85 -4.39 -4.38 -0.624
O 5.32 -3.93 -5.76 -0.569
O -0.02 2.63 -3.38 -0.580
H 0.38 2.50 -4.18 0.313
H 0.67 2.80 -2.78 0.202
O 2.03 3.48 -1.60 -0.660
H 2.58 2.75 -1.95 0.404
H 2.25 4.40 -1.91 0.184
O -1.03 7.97 1.65 -0.642
H -0.29 7.69 1.07 0.292
H -1.64 8.19 0.88 0.356
O -3.54 -5.71 1.53 -0.560
H -2.66 -5.69 1.00 0.418
H -4.22 -6.24 1.13 0.269
O -4.38 4.72 3.37 -0.646
H -5.08 5.22 3.89 0.286
H -3.51 5.11 3.28 0.442
O -3.47 -3.82 3.68 -0.642
H -4.28 -4.52 3.58 0.349
H -3.34 -3.71 2.79 0.284
O 0.94 2.50 3.36 -0.630
H 0.32 3.20 3.76 0.333
H 0.33 1.75 3.52 0.244
O -0.30 -2.40 3.06 -0.705
H -0.55 -3.36 3.43 0.295
H 0.71 -2.43 2.99 0.475
O 1.16 7.30 -0.02 -0.514
H 1.35 6.78 -0.72 0.233
H 1.88 7.72 0.25 0.243
O -0.87 0.24 3.98 -0.652
H -1.70 -0.01 4.47 0.316
H -0.52 -0.59 3.72 0.314
O -2.35 6.43 3.52 -0.683
H -1.70 6.42 2.81 0.353
H -2.08 7.22 4.03 0.295
O 5.09 1.14 -0.22 -0.590
H 4.90 1.52 0.62 0.286
H 4.33 1.43 -0.90 0.315
O -6.12 -3.52 0.72 -0.650
H -6.65 -2.95 0.26 0.306
H -5.16 -3.69 0.51 0.280
O 2.60 2.42 1.18 -0.383
H 2.08 2.43 1.95 0.226
H 2.49 2.92 0.45 0.215
O -5.43 2.85 -1.45 -0.669
H -5.53 3.31 -0.60 0.322
H -4.90 3.53 -2.02 0.324
O 4.63 -3.94 0.48 -0.569
H 4.11 -4.06 -0.38 0.260
H 4.33 -4.79 0.92 0.315
O 2.45 5.53 3.03 -0.598
H 2.78 6.51 3.43 0.309
H 1.58 5.43 2.89 0.289
O 1.69 -4.87 1.29 -0.641
H 1.12 -5.51 1.69 0.281
H 1.45 -4.59 0.42 0.445
O 3.91 1.76 -2.81 -0.663
H 3.27 1.15 -3.25 0.280
H 4.39 2.03 -3.59 0.273
O 6.36 -1.43 -0.95 -0.574
H 5.73 -0.82 -0.84 0.319
H 7.05 -1.18 -1.53 0.264
O 2.60 -2.46 2.95 -0.650
H 2.25 -2.98 2.12 0.318
H 3.00 -2.84 3.71 0.204
O -5.40 -1.22 2.57 -0.588
H -6.27 -0.93 2.95 0.269
H -5.41 -2.14 2.31 0.358
O -0.20 -0.70 -5.00 -0.661
H -0.61 -1.63 -5.44 0.350
H 0.56 -0.82 -4.53 0.265
O -1.27 -6.11 -0.12 -0.746
H -1.79 -5.84 -0.85 0.297
H -0.34 -5.67 -0.24 0.381
```

Results
Highest occupied orbital energy   -9.7545 eV
LUMO level   -1.2 eV
Frontier orbital gap   8.52 eV
Charge   0


Summary of energy above the lowest of the compared OMol25 structures with the same formula, charge and spin in eV
1.365, 0.000
(order as listed above)